# 1
Entry from the OMol25 dataset: a 2-piece molecular cluster, C3H4ClN overall at a distorted geometry (the ωB97M-V functional and the def2-TZVPD basis).

Geometry as XYZ:
```
9
Properties=species:S:1:pos:R:3:forces:R:3
C -1.50756 0.08720 0.96012 -0.39 0.97 -3.22
C 2.90485 0.15632 -0.02153 -0.25 0.02 -0.03
C -1.09324 -0.52701 -0.15309 -1.14 0.84 3.22
N 3.81154 -0.54757 0.16520 -0.31 0.43 -0.09
Cl -0.13930 -1.88419 0.05093 1.11 -1.43 -0.61
H -1.20782 -0.11160 1.91591 0.86 -0.81 2.21
H -2.12708 0.94907 0.82079 -0.42 0.35 0.04
H -1.53321 -0.26070 -1.06142 -0.01 0.07 -1.62
H 4.71570 -0.90887 0.30849 0.56 -0.43 0.11
```
Positions in Å, forces in eV/Å.

The value obtained for the energy above the lowest of the compared OMol25 structures with the same formula, charge and spin is 42.82 kcal per mole. As for the highest occupied orbital energy: -9.33 eV. As for the spin multiplicity: 1.

Here are the Mulliken charges for atoms 1 to 4, given in e: C -0.680; C -0.117; C -0.028; N -0.149

***

# 2
Entry from the OMol25 dataset: a 4-piece molecular cluster, C22H53FN3OP overall (the ωB97M-V functional and the def2-TZVPD basis).

Geometry as XYZ:
```
81
Properties=species:S:1:pos:R:3:forces:R:3
C -1.22946 -0.91967 0.91848 -0.02 0.23 -0.04
C -0.07388 0.07718 0.83409 -0.05 -0.08 -0.02
F 1.10101 -0.63435 0.51809 0.02 -0.04 0.00
P 0.35851 1.04364 2.37186 0.21 0.08 0.12
C -0.44112 2.73366 2.13492 0.01 0.04 0.02
C -0.95573 2.94252 0.75038 -0.10 0.02 -0.06
O -0.31115 3.40969 -0.15294 0.00 0.03 0.03
H -0.83254 -1.91413 0.72396 -0.07 -0.05 0.01
H -1.71859 -0.91209 1.88936 0.02 -0.10 0.04
H -1.98567 -0.69499 0.16661 -0.03 -0.08 -0.03
H -0.21982 0.76219 0.00090 0.06 0.04 -0.03
H -0.62210 0.49735 3.22358 -0.11 -0.01 -0.03
H -1.26372 2.82689 2.84215 0.01 0.01 0.05
H 0.31846 3.48432 2.35245 0.03 0.00 -0.02
H -2.00081 2.61364 0.57797 0.00 -0.04 -0.03
C 2.28769 -6.87992 -2.39569 -0.02 0.00 -0.02
C 2.10055 -5.38406 -2.59734 0.01 0.01 0.00
N 1.68634 -4.69876 -1.38645 0.03 -0.01 -0.01
C 1.19531 -3.35115 -1.61622 -0.10 0.06 0.00
C 2.17304 -2.30374 -2.15810 -0.01 0.01 0.00
C 2.55807 -4.87256 -0.23455 0.01 0.00 0.04
C 4.03374 -4.48694 -0.39044 -0.01 0.00 0.02
H 1.39799 -7.31862 -1.94171 0.00 0.00 0.01
H 2.46135 -7.36533 -3.35681 0.00 0.00 0.00
H 3.14336 -7.10403 -1.75758 0.00 0.01 0.00
H 1.31147 -5.22077 -3.33700 0.01 0.00 -0.01
H 3.02132 -4.96698 -3.03638 0.00 0.00 0.01
H 0.77845 -2.98514 -0.67505 0.02 -0.01 0.01
H 0.35358 -3.43141 -2.31271 0.02 -0.03 -0.02
H 2.89427 -1.99012 -1.40524 0.01 -0.02 0.00
H 1.62014 -1.41326 -2.46283 0.00 0.00 0.00
H 2.71684 -2.67125 -3.02988 0.00 0.00 0.00
H 2.50840 -5.92089 0.07031 -0.01 -0.01 -0.02
H 2.11823 -4.30274 0.58776 0.01 0.01 0.00
H 4.46593 -4.91380 -1.29720 0.00 -0.02 0.01
H 4.60492 -4.87264 0.45613 0.00 0.01 0.01
H 4.18020 -3.40877 -0.42400 -0.01 0.00 -0.03
C 3.63599 3.81101 1.96342 -0.09 -0.04 -0.07
C 3.27858 5.24711 1.61787 -0.01 0.01 -0.02
N 2.68458 5.96082 2.73664 0.01 -0.02 -0.01
C 2.03558 7.20396 2.35648 -0.05 0.02 0.01
C 2.90715 8.32844 1.78625 -0.01 0.01 0.01
C 3.48106 5.99634 3.95368 0.01 0.01 0.04
C 4.90153 6.56596 3.86214 -0.01 0.00 0.02
H 2.76945 3.30785 2.39647 0.05 -0.06 0.04
H 3.92243 3.27230 1.05968 0.01 0.00 0.00
H 4.46559 3.73798 2.66747 -0.01 0.03 0.01
H 2.53175 5.23988 0.81894 0.01 0.00 -0.02
H 4.16686 5.75041 1.20409 0.00 0.01 0.03
H 1.49759 7.57683 3.23265 0.00 0.00 0.00
H 1.27263 6.94953 1.61422 0.02 -0.01 -0.01
H 3.53102 8.79234 2.54923 0.01 -0.02 0.00
H 2.27002 9.10797 1.36439 0.00 0.00 0.00
H 3.55686 7.96757 0.98787 -0.01 0.00 -0.01
H 3.54727 4.97682 4.34130 0.00 -0.01 -0.02
H 2.90864 6.55900 4.69561 0.01 0.01 0.00
H 5.45204 6.13420 3.02479 0.00 -0.02 0.01
H 5.45247 6.32572 4.77333 0.00 0.01 0.01
H 4.91060 7.64857 3.74670 0.00 0.00 -0.03
C -3.35976 -3.73358 -2.13916 0.05 -0.03 0.03
C -4.75483 -3.52063 -1.57511 -0.01 0.01 -0.02
N -5.01450 -2.13536 -1.22075 0.01 -0.01 -0.01
C -6.19904 -1.95751 -0.39823 0.00 0.03 0.05
C -7.56023 -2.31934 -1.00270 0.00 0.01 0.01
C -4.82262 -1.16705 -2.28982 0.01 0.04 -0.01
C -5.61120 -1.36794 -3.58903 0.01 0.02 0.00
H -2.60633 -3.32628 -1.46265 0.01 0.02 -0.01
H -3.16659 -4.79982 -2.26174 0.00 0.00 0.00
H -3.23467 -3.26527 -3.11628 0.00 0.01 0.00
H -4.86193 -4.10686 -0.65816 -0.01 0.00 0.00
H -5.49130 -3.92775 -2.28621 0.00 0.01 0.00
H -6.21874 -0.91450 -0.06972 0.00 0.00 0.00
H -6.05179 -2.55847 0.50451 0.00 -0.02 -0.01
H -7.87819 -1.60268 -1.75877 0.01 -0.01 -0.01
H -8.31902 -2.32700 -0.21807 0.00 0.01 0.00
H -7.54802 -3.31077 -1.45729 0.00 0.00 0.01
H -3.75826 -1.14728 -2.53763 0.01 -0.02 0.01
H -5.04847 -0.18157 -1.87404 -0.01 0.00 -0.01
H -5.53354 -2.39501 -3.94925 0.02 0.00 -0.01
H -5.20734 -0.71794 -4.36726 -0.01 0.01 0.00
H -6.66791 -1.13102 -3.47670 -0.01 -0.03 0.01
```
Positions in Å, forces in eV/Å.

As for the highest occupied orbital energy: -7.95 eV. As for the spin multiplicity: 1. The SMILES is C[C@H](F)PCC=O.CCN(CC)CC.CCN(CC)CC.CCN(CC)CC.

Here are the Mulliken charges for atoms 1 to 4, given in e: C -1.060; C 0.244; F -0.255; P -0.145

***

# 3
Entry from the OMol25 dataset: one molecule with the formula C3H5NO2 at a distorted geometry (the ωB97M-V functional and the def2-TZVPD basis).

Geometry as XYZ:
```
11
Properties=species:S:1:pos:R:3:forces:R:3
O -1.07525 2.04192 -0.10244 6.07 -2.19 1.28
C -0.14306 1.19436 0.18333 -5.63 -0.22 -1.53
N 1.23946 0.76354 0.05446 0.01 7.34 -4.12
C 0.93550 -0.57542 -0.18521 -0.85 -2.81 2.85
C -0.62785 -0.28222 0.42358 2.32 1.62 -3.21
O -1.82232 -0.46217 -0.27080 -1.15 -4.09 1.05
H 1.69070 1.37042 -0.80525 -0.88 -1.89 2.91
H 1.72347 -1.09057 0.41245 -1.19 -0.66 0.19
H 0.97415 -1.10676 -1.09309 -0.34 0.44 -1.89
H -0.58965 -0.44568 1.42279 -0.49 -1.16 3.14
H -2.30514 -1.40743 -0.03983 2.13 3.62 -0.67
```
Positions in Å, forces in eV/Å.

The value obtained for the energy above the lowest of the compared OMol25 structures with the same formula, charge and spin is 93.30 kcal per mole. As for the highest occupied orbital energy: -9.65 eV. As for the spin multiplicity: 1. The SMILES is O=C1NC[C@@H]1O.

Here are the Mulliken charges for atoms 1 to 4, given in e: O -0.565; C 0.411; N -0.369; C -0.554

***

# 4
Entry from the OMol25 dataset: one molecule with the formula CH3IOS at a distorted geometry (the ωB97M-V functional and the def2-TZVPD basis).

Geometry as XYZ:
```
7
Properties=species:S:1:pos:R:3:forces:R:3
C 0.11249 -0.83785 -0.47073 1.13 -0.97 0.56
S 0.39161 -0.12318 1.21885 0.36 -1.47 -1.73
O -0.56339 0.99277 1.34962 -1.10 0.96 0.52
I -0.13068 3.30045 0.48205 0.08 0.36 -0.15
H -0.13698 -1.87631 -0.39737 0.29 -1.08 0.89
H 1.01863 -0.83799 -1.06470 0.36 0.40 0.09
H -0.69167 -0.61789 -1.11771 -1.12 1.82 -0.18
```
Positions in Å, forces in eV/Å.

The value obtained for the energy above the lowest of the compared OMol25 structures with the same formula, charge and spin is 31.24 kcal per mole. As for the highest occupied orbital energy (alpha / beta): -9.38 / -9.17 eV. As for the spin multiplicity: 1. The SMILES is CSOI.

Here are the Mulliken charges for atoms 1 to 4, given in e: C -0.922; S 0.350; O -0.449; I -0.010

***

# 5
Entry from the OMol25 dataset: C17H16N2O5Pt as an isolated structure at a distorted geometry (the ωB97M-V functional and the def2-TZVPD basis).

Geometry as XYZ:
```
41
Properties=species:S:1:pos:R:3:forces:R:3
Pt 0.95736 0.66907 -3.35876 -1.80 0.08 -0.20
C -0.42643 0.08950 -2.12322 -4.31 -1.95 4.11
O -1.36833 -0.22675 -1.49461 4.11 1.40 -3.05
C -0.29208 0.98778 -4.96191 -6.15 1.24 -4.78
O -1.27665 1.16685 -5.58190 5.09 -0.95 3.23
C 1.30672 -1.20260 -3.82113 1.34 -7.02 -0.08
O 1.21611 -2.38102 -3.81137 0.04 5.67 -0.10
C 0.45896 2.47788 -2.64882 -1.54 5.79 3.21
O -0.13485 3.32967 -2.08747 2.43 -4.28 -2.65
C 3.36414 1.47924 -3.96447 0.04 -0.27 0.90
H 3.53378 2.33741 -3.30460 0.03 -0.32 -0.35
H 3.88264 0.54869 -3.70916 -0.02 0.44 -0.23
C 2.53408 1.55913 -5.02668 0.10 0.23 -1.22
H 2.44360 0.71972 -5.75242 0.20 0.82 0.56
H 2.09495 2.53417 -5.33804 0.38 -0.87 0.27
C -1.60713 -1.96835 2.97147 0.04 -0.40 0.30
N -0.37102 -1.73666 2.25009 -0.86 1.64 -0.96
N -0.12630 -0.51336 1.71447 -0.48 0.79 2.03
C 0.84277 -0.62312 0.68770 0.74 2.25 -1.52
O 1.22275 0.38563 0.03133 -0.60 -2.57 1.72
C 1.07797 -2.01982 0.60482 0.00 -0.52 -0.75
C 0.22096 -2.66264 1.44639 1.68 -0.97 -0.42
C -0.01267 -4.13684 1.52109 -0.05 -0.94 -0.35
C -0.63175 0.66477 2.31064 0.11 0.32 0.59
C -0.87865 0.75115 3.70573 -0.37 -0.24 0.19
C -1.56612 1.87051 4.19800 0.54 -0.82 -0.18
C -2.00996 2.86560 3.31893 0.00 -0.26 -0.08
C -1.70558 2.80994 1.95608 0.46 -0.36 -0.16
C -0.92834 1.76183 1.47805 -0.26 -0.55 -0.60
H -1.78926 -3.02747 2.82826 -0.42 0.02 0.26
H -2.40932 -1.34706 2.57173 0.03 -0.10 -0.08
H -1.45496 -1.73516 4.01488 -0.27 -0.32 0.17
H 1.72145 -2.46365 -0.13168 0.05 -0.15 0.00
H 0.23478 -4.64309 2.48394 -0.13 0.71 -0.56
H -1.05927 -4.40801 1.26358 0.48 0.32 0.24
H 0.60118 -4.61714 0.72609 -0.32 0.38 0.65
H -0.58673 -0.08994 4.37581 -0.13 1.13 -0.54
H -1.77894 1.92888 5.26815 0.08 0.06 -0.41
H -2.61684 3.66926 3.70514 -0.02 0.13 0.01
H -2.08792 3.54111 1.24432 0.24 0.01 0.37
H -0.59512 1.65489 0.43955 -0.51 0.43 0.47
```
Positions in Å, forces in eV/Å.

The value obtained for the energy above the lowest of the compared OMol25 structures with the same formula, charge and spin is 28.50 kcal per mole. As for the highest occupied orbital energy (alpha / beta): -13.67 / -15.08 eV. As for the net charge: +2. As for the spin multiplicity: 3. The expectation value of S² is 2.04.

Here are the Mulliken charges for atoms 1 to 4, given in e: Pt 1.615; C 0.172; O -0.346; C 0.020

***

# 6
Entry from the OMol25 dataset: a 2-piece molecular cluster, C3H9N2O overall at a distorted geometry (the ωB97M-V functional and the def2-TZVPD basis).

Geometry as XYZ:
```
15
Properties=species:S:1:pos:R:3:forces:R:3
C 0.28624 0.06887 -0.00508 0.64 -0.04 -0.15
O -1.02147 -0.16602 0.26618 -0.14 -0.29 -1.04
C 0.79736 1.08989 1.03094 -0.87 0.89 0.60
N 2.14554 1.59063 0.76190 0.55 -0.03 -0.56
H 0.97113 -0.86369 0.10286 -0.56 0.69 -0.21
H 0.52802 0.47320 -1.08942 -0.38 -0.41 1.45
H 0.03960 1.94401 0.98123 1.07 -0.91 0.12
H 0.69990 0.64727 2.06499 -0.01 0.19 -0.93
H 2.58200 2.15740 1.49049 -0.31 -0.57 -0.23
H 2.77230 0.84258 0.44246 -0.36 0.49 0.46
C -1.69730 -1.37285 -1.40810 1.50 -1.18 0.82
N -2.75980 -2.06361 -1.14502 -1.10 1.64 0.00
H -1.77375 -0.57474 -2.12963 0.44 0.32 -0.83
H -0.66258 -1.78953 -1.21278 -0.70 0.70 -0.13
H -2.90719 -1.98342 -0.15101 0.23 -1.49 0.63
```
Positions in Å, forces in eV/Å.

The value obtained for the energy above the lowest of the compared OMol25 structures with the same formula, charge and spin is 70.22 kcal per mole. As for the highest occupied orbital energy: -2.79 eV. As for the net charge: -1. As for the spin multiplicity: 1.

Here are the Mulliken charges for atoms 1 to 4, given in e: C -0.294; O -0.689; C -0.293; N -0.530